Entry from the Open Molecules 2025 dataset: 3 unconnected molecules or ions with the total composition C19H37ClFN2O13P2 (wB97M-V/def2-TZVPD).

* HOMO level: -11.75 eV
* orbital gap: 0.3154 Eh
* net charge: +1
* LUMO energy: -3.2 eV

Last column: Löwdin charge in e.
Element x y z (Å)
C  3.53291  3.21860  2.53289  -0.0247
C  3.57372  3.32313  1.00765  -0.3781
O  4.13053  4.58053  0.63880  -0.0212
C  2.18918  3.23665  0.34832  -0.0822
O  1.97677  1.93539  -0.26355  -0.0964
C  0.99846  1.06239  0.19072  -0.3534
C  1.43857  -0.34065  -0.24959  -0.1757
N  2.67017  -0.64662  0.45494  0.0723
C  0.72077  1.12259  1.70763  -0.2168
C  0.36475  -0.18793  2.40882  -0.0635
C  -0.91711  -0.89597  2.03827  -0.2844
O  -1.23061  -1.93732  2.53896  0.0922
O  -0.15979  2.15278  2.13201  -0.1026
C  -1.26928  2.59738  1.37445  -0.3545
P  -2.93332  1.82105  1.89328  0.9396
C  -2.60538  1.50237  3.66784  -0.2265
O  -3.71276  3.28020  1.95306  -0.2977
C  -1.03178  2.62792  -0.14551  -0.2812
C  -2.31296  2.78856  -0.96669  -0.1429
C  -3.04004  4.11092  -0.77642  -0.7860
O  -4.21209  4.22460  -0.81396  0.0957
Cl  -1.98059  5.51149  -0.59771  0.7693
N  -0.22100  1.48846  -0.67935  -0.1078
F  -1.06978  0.38017  -0.82552  -0.0020
P  0.35578  1.92654  -2.42418  0.8971
O  0.41822  3.37584  -2.57811  -0.3061
H  4.33731  3.82713  2.94139  0.0906
H  3.71238  2.19522  2.86785  0.0833
H  2.59089  3.57780  2.95067  0.0859
H  4.18424  2.50617  0.61158  0.1475
H  4.91573  4.45083  0.10116  0.1029
H  1.40296  3.46020  1.06876  0.1226
H  2.14245  3.97506  -0.45036  0.1346
H  1.56823  -0.34650  -1.33599  0.1042
H  0.67800  -1.08642  -0.02989  0.1237
H  3.47058  -0.34570  -0.08757  0.0938
H  2.76167  -1.65509  0.55036  0.0820
H  1.69601  1.40497  2.10457  0.1424
H  1.18404  -0.90254  2.33515  0.1243
H  0.27977  0.05364  3.47168  0.1451
H  -1.59055  -0.43295  1.28819  0.0838
H  -1.37636  3.65964  1.61795  0.1295
H  -1.57954  1.71178  3.96206  0.0398
H  -3.26414  2.15750  4.23763  0.0531
H  -2.84640  0.46433  3.89550  0.0404
H  -4.60818  3.21661  1.59905  0.0632
H  -0.41296  3.49816  -0.38447  0.0981
H  -3.03319  1.99226  -0.78538  0.1089
H  -2.06757  2.78569  -2.03270  0.1121
H  1.52268  1.18742  -2.56451  0.0478
H  -0.66996  1.23026  -3.07115  0.0565
C  -6.18516  -3.01458  -4.28798  -0.0204
O  -4.82319  -3.33474  -3.96015  0.0143
C  -4.28964  -2.57755  -3.01630  -0.6218
O  -4.82107  -1.66458  -2.43685  0.1201
O  -3.02805  -2.98447  -2.80735  0.0069
C  -2.36858  -2.26953  -1.76656  -0.0564
H  -6.46773  -3.71680  -5.06480  0.0970
H  -6.82224  -3.13700  -3.41502  0.1002
H  -6.25604  -1.99294  -4.65476  0.0984
H  -2.87009  -2.42088  -0.81129  0.1049
H  -2.35171  -1.20557  -2.00089  0.0692
H  -1.35811  -2.66999  -1.72407  0.0931
C  4.93096  -4.67861  1.35662  -0.0324
O  4.44227  -5.68085  0.46138  0.0170
C  3.41656  -5.31455  -0.29624  -0.6235
O  2.88488  -4.22675  -0.28937  0.0875
O  3.06972  -6.33920  -1.06070  0.0181
C  1.96074  -6.10202  -1.93546  -0.0282
H  5.75425  -5.14168  1.89018  0.0981
H  5.28562  -3.81135  0.80165  0.0935
H  4.15230  -4.37901  2.05619  0.0962
H  2.18838  -5.29376  -2.62797  0.0952
H  1.06894  -5.85766  -1.36147  0.0962
H  1.81553  -7.03045  -2.47732  0.0984

Entry from the Open Molecules 2025 dataset: a molecular structure, C19H37CrN2O13 (wB97M-V/def2-TZVPD).

* HOMO level (spin up / spin down): -11.10 / -11.21 eV
* orbital gap (spin up / spin down): 0.2567 / 0.2830 Eh
* 2S+1: 5
* net charge: +1
* LUMO energy (spin up / spin down): -4.1 / -3.5 eV

Last column: Mulliken spin population.
Element x y z (Å)
Cr  -1.40801  1.70689  2.15672  4.0296
C  -0.23810  -1.28920  -0.90734  -0.0072
C  -0.17728  0.23534  -0.85242  -0.0149
C  -0.86825  0.84480  -2.11635  0.0056
O  -0.59883  0.65802  0.43538  -0.0813
H  0.16369  -1.78857  -0.02569  -0.0011
H  0.30512  -1.57096  -1.80935  -0.0008
H  -1.22104  -1.73763  -1.05172  -0.0002
H  0.85534  0.58363  -0.87454  0.0051
H  -0.48596  0.48136  -3.07022  -0.0016
H  -0.78239  1.92694  -2.21488  0.0003
H  -1.91314  0.54773  -2.20609  -0.0001
C  -4.96109  1.89442  -1.67125  0.0000
O  -3.74211  2.08468  -0.99945  0.0061
C  -3.58752  2.93532  0.03882  -0.0123
O  -2.60683  2.95840  0.71694  0.0317
O  -4.75320  3.51571  0.30788  0.0037
C  -4.75920  4.59158  1.20417  0.0003
H  -5.57765  2.79232  -1.71278  0.0002
H  -5.60419  1.14816  -1.20474  0.0000
H  -4.81646  1.57008  -2.70178  0.0002
H  -4.93570  4.31340  2.24318  0.0005
H  -5.66072  5.15490  0.96328  0.0002
H  -3.86798  5.16078  0.93988  -0.0002
C  0.26755  0.18441  6.36745  0.0002
O  1.37806  -0.02198  5.48121  0.0003
C  1.35218  0.46234  4.23643  0.0025
O  0.44404  1.15331  3.72439  -0.0021
O  2.46840  0.05678  3.56344  0.0011
C  2.74340  0.41144  2.21226  -0.0008
H  -0.56444  -0.48976  6.16404  -0.0001
H  -0.03479  1.23122  6.33755  -0.0002
H  0.45693  -0.19483  7.37164  0.0001
H  2.73323  1.47127  1.95781  0.0006
H  2.18064  -0.11689  1.44267  0.0003
H  3.76359  0.09948  1.98864  0.0000
C  3.67502  -2.32449  -1.61999  0.0001
O  4.43450  -1.52887  -2.48761  -0.0001
C  5.63322  -1.85464  -3.00012  0.0000
O  6.19460  -2.95814  -2.69792  0.0000
O  5.95353  -0.93048  -3.85123  0.0000
C  7.19584  -1.09868  -4.46782  0.0000
H  4.29720  -2.84587  -0.89256  0.0000
H  3.12013  -3.07474  -2.18330  0.0000
H  3.00661  -1.72496  -1.00200  -0.0002
H  7.41752  -2.14329  -4.68631  0.0000
H  8.02742  -0.65769  -3.91819  0.0000
H  7.12445  -0.62580  -5.44730  0.0000
C  -3.79970  -2.24367  5.32575  0.0000
O  -3.20777  -1.00372  4.84078  0.0044
C  -2.22678  -1.04173  3.84263  0.0078
O  -1.94100  -0.03133  3.21584  0.0211
O  -1.76521  -2.29739  3.66026  0.0036
C  -0.71445  -2.38622  2.68748  -0.0023
H  -4.32158  -2.80019  4.54727  0.0003
H  -4.47458  -2.04655  6.15868  0.0000
H  -3.19868  -3.11493  5.58609  0.0001
H  0.17992  -1.78598  2.85452  0.0003
H  -1.16643  -2.15285  1.72345  0.0004
H  -0.37579  -3.41061  2.53247  -0.0007
C  2.73673  0.88385  -3.03997  0.0006
C  2.35813  2.27791  -3.16181  -0.0002
N  2.03837  3.35821  -3.33589  0.0000
H  3.07312  0.89605  -2.00325  -0.0003
H  3.45865  0.64223  -3.82008  -0.0001
H  1.86978  0.25194  -3.23280  -0.0004
C  -2.24085  -0.78313  -4.62556  0.0002
C  -0.83995  -1.13755  -4.98038  -0.0001
N  0.24344  -1.38027  -5.35643  0.0000
H  -2.41779  -0.85840  -3.55265  0.0002
H  -3.02872  -1.30907  -5.16477  0.0000
H  -2.26591  0.27589  -4.88234  -0.0001

Entry from the Open Molecules 2025 dataset: a molecular structure, C19H37LiNOP3 (wB97M-V/def2-TZVPD).

* HOMO level (spin up / spin down): -3.15 / -3.69 eV
* orbital gap (spin up / spin down): 0.1283 / 0.1527 Eh
* net charge: 0
* LUMO energy (spin up / spin down): 0.3 / 0.5 eV

Last column: Löwdin charge in e.
Element x y z (Å)
Li  -2.40223  -0.34153  -0.20629  0.3225
C  1.80101  3.27782  4.27987  -0.1984
P  1.85251  2.33602  2.77351  0.9416
C  2.13593  3.33223  1.19939  -0.1506
C  3.14781  1.08801  2.90427  -0.3872
C  4.20299  1.29419  3.76534  -0.1494
C  5.40222  0.63103  3.61775  -0.1424
C  5.48623  -0.53384  2.90575  -0.1397
C  4.42257  -0.82397  2.10766  -0.1613
C  3.36352  0.06568  1.93002  -0.4531
P  2.23813  -0.46806  0.67771  0.8433
C  1.37087  -1.98174  1.27162  -0.2952
C  3.23312  -1.21413  -0.66191  -0.3023
H  2.68000  3.85248  4.59905  0.0665
H  1.53029  2.60543  5.09008  0.0649
H  0.91826  3.93788  4.21396  0.0573
H  2.08184  4.43615  1.29115  0.0577
H  1.38292  2.99950  0.45694  0.0285
H  3.09302  2.99967  0.81065  0.0422
H  4.09779  2.05636  4.51792  0.0791
H  6.26424  1.04956  4.14192  0.0955
H  6.40947  -1.10794  2.89474  0.0975
H  4.41719  -1.74610  1.54979  0.0788
H  1.77603  -2.41106  2.18815  0.0328
H  1.21857  -2.74919  0.39715  0.0660
H  0.31352  -1.74538  1.49863  0.0021
H  3.82107  -2.05842  -0.28644  0.0320
H  3.83873  -0.47875  -1.13612  0.0241
H  2.47592  -1.51837  -1.36711  0.0081
N  -1.00108  3.44765  0.11274  0.1079
C  -1.04091  2.23181  0.77777  -0.6193
O  -1.24427  1.16453  0.19656  -0.1639
C  -0.79713  2.39567  2.25455  -0.1781
C  0.29695  1.35680  2.66776  -0.2532
H  -1.28474  3.43686  -0.87868  0.0971
H  -1.51074  4.16313  0.65083  0.0894
H  -1.72056  2.35690  2.82200  0.1051
H  -0.34330  3.39325  2.33755  0.0740
H  0.35009  0.56718  1.95765  -0.0020
H  0.04900  0.94084  3.64310  0.0959
C  -5.57052  -0.60435  -3.90252  -0.1751
C  -4.64346  -0.50802  -2.69294  -0.4548
P  -3.30293  -1.77717  -2.38514  0.8907
C  -2.10143  -1.25998  -3.73267  -0.4137
C  -0.68724  -1.34091  -3.13696  -0.1987
C  -4.06962  -3.27434  -3.03935  -0.4808
C  -3.18100  -4.42040  -3.42607  -0.1703
H  -6.18395  0.29118  -4.00554  0.0681
H  -6.24175  -1.43408  -3.87236  0.0467
H  -5.02248  -0.69201  -4.87153  0.0811
H  -5.26542  -0.60678  -1.73095  0.0762
H  -4.14098  0.49653  -2.69683  0.0660
H  -2.44083  -0.28489  -4.13578  0.0775
H  -2.25027  -1.97168  -4.56981  0.0681
H  -0.34482  -0.34066  -2.75920  0.0761
H  0.06205  -1.60992  -3.93460  0.0772
H  -0.57242  -2.11868  -2.34188  0.0537
H  -4.73975  -3.02761  -3.92113  0.0879
H  -4.80695  -3.63363  -2.28495  0.0904
H  -2.50150  -4.11265  -4.23967  0.0656
H  -3.77409  -5.31946  -3.70960  0.0861
H  -2.54753  -4.68863  -2.57747  0.0682